No. 1
DFT (ωB97M-V with the def2-TZVPD basis set) results for C22H24AsBr2ClN4OS5W as an isolated structure in a non-equilibrium geometry.

```
61
Properties=species:S:1:pos:R:3:forces:R:3:lowdin_spin:R:1
W -1.158407 -0.045264 -1.483084 0.403 0.329 3.196 0.92
Cl -5.604571 -4.232184 -5.389040 -0.081 -0.088 -0.086 0.00
C -4.726750 -3.011983 -4.532862 -0.003 -0.028 0.040 0.00
C -4.947836 -1.667561 -4.827024 0.237 0.044 0.186 0.00
C -4.236355 -0.697992 -4.150478 -0.226 0.197 -0.125 0.00
C -3.315001 -1.041152 -3.171303 0.591 -0.574 0.559 0.02
O -2.646186 -0.085070 -2.537769 -3.204 -0.010 -2.511 0.09
C -3.085507 -2.409234 -2.862121 -0.447 0.295 -0.665 0.00
C -2.176684 -2.865022 -1.861916 0.429 0.581 0.657 0.02
N -1.376274 -2.097382 -1.178832 -0.552 -1.271 -0.839 0.00
C -0.610390 -2.618067 -0.128997 0.437 -0.515 0.723 0.01
C -0.171343 -3.922564 -0.021166 -0.296 0.673 -0.410 0.00
C 0.577150 -4.323639 1.088003 0.181 -0.024 0.447 0.00
C 0.858923 -3.444040 2.100800 0.035 -0.235 -0.110 0.00
C 0.413008 -2.110644 2.031971 -0.142 0.191 -0.399 0.00
C 0.658304 -1.155921 3.040719 -0.254 0.282 -0.041 0.00
C 0.095271 0.085334 2.921828 0.315 -0.398 0.465 0.00
C -0.608862 0.421826 1.765151 -0.589 0.100 -0.981 0.00
N -0.740986 -0.391089 0.728454 0.629 -0.574 0.402 0.00
C -0.302380 -1.683685 0.891873 -0.109 -0.256 0.149 0.00
C -3.818889 -3.377890 -3.572152 0.226 0.004 0.170 0.00
H -5.659862 -1.387660 -5.589904 -0.021 -0.031 -0.020 0.00
H -4.376936 0.349509 -4.379486 0.021 0.003 0.047 0.00
H -2.195881 -3.924076 -1.627469 -0.066 -0.016 0.059 0.00
H -0.375135 -4.624311 -0.817782 0.046 -0.041 -0.005 0.00
H 0.930093 -5.344067 1.144293 0.005 -0.007 0.001 0.00
H 1.425652 -3.754568 2.968782 0.016 -0.049 -0.006 0.00
H 1.250712 -1.433947 3.902935 -0.017 0.024 0.046 0.00
H 0.199192 0.826594 3.700791 -0.010 0.032 -0.008 0.00
H -1.085989 1.384854 1.677504 0.154 0.069 -0.068 0.00
H -3.633004 -4.423486 -3.366134 -0.104 -0.056 -0.004 0.00
S -0.353373 -1.286443 -3.765127 0.110 0.820 0.771 -0.02
As 0.891847 0.379208 -3.167757 2.740 0.299 -1.760 0.01
S 1.389923 -0.409456 -1.151849 -0.807 0.323 -1.069 0.03
S -0.642651 1.947260 -2.972476 0.331 -1.204 0.383 -0.01
S 2.553568 0.826820 -4.362096 -0.423 0.026 0.346 0.01
Br -3.606811 -0.619361 0.159633 -0.014 -0.223 0.173 0.03
C -3.880471 2.289996 0.712646 0.166 0.142 -0.121 0.73
Br -2.638198 2.402195 -0.664975 -0.144 0.369 0.099 0.06
H -3.519439 2.151612 1.714325 0.049 -0.027 0.018 0.03
H -4.920176 2.377586 0.460525 -0.038 -0.069 -0.088 0.03
C 4.009512 0.374368 2.054579 0.164 0.071 -0.076 0.00
C 4.239411 1.601280 1.175022 -0.189 -0.148 0.191 0.00
N 3.015377 1.993264 0.487395 0.558 -0.088 0.055 0.01
C 1.922143 2.616792 0.916073 -0.912 0.103 -0.506 0.01
S 0.511651 2.535424 -0.047137 0.544 0.996 0.353 0.02
N 1.832215 3.344294 2.045515 0.373 -0.036 0.514 0.00
C 2.875738 3.770871 2.969770 0.125 0.103 -0.265 0.00
C 3.749043 4.886984 2.400345 -0.031 -0.152 0.068 0.00
H 4.955923 0.011928 2.455958 0.021 -0.012 0.055 0.00
H 3.562623 -0.420973 1.457309 -0.043 -0.035 0.037 0.00
H 3.341557 0.602453 2.886334 -0.051 0.003 0.004 0.00
H 4.953652 1.356634 0.389247 0.049 0.083 0.044 0.00
H 4.644972 2.429657 1.753266 0.084 -0.047 -0.153 0.00
H 2.846933 1.456258 -0.356999 -0.228 0.103 0.020 0.00
H 0.966265 3.856016 2.096827 -0.076 -0.138 -0.108 0.00
H 3.479085 2.907780 3.251553 -0.077 0.091 0.140 0.00
H 2.364674 4.127474 3.864571 0.051 -0.109 0.041 0.00
H 4.133539 4.611203 1.418757 0.031 0.014 -0.023 0.00
H 4.593151 5.078264 3.062703 0.023 0.070 0.012 0.00
H 3.173241 5.804994 2.290479 0.011 0.021 -0.024 0.00
```
Positions in Å, forces in eV/Å.

Calculated values
- lowest unoccupied orbital energy (spin up / spin down) (eV) = -1.7657 / -1.6749
- spin multiplicity = 3
- <S²> = 2.03

No. 2
DFT (ωB97M-V with the def2-TZVPD basis set) results for a 10-piece molecular cluster, BH22O9 overall in a non-equilibrium geometry.

```
32
Properties=species:S:1:pos:R:3:forces:R:3:nbo_charge:R:1
B 20.818670 7.459395 -7.428443 0.031 -0.081 0.023 -0.86
H 21.267288 6.604145 -7.909631 1.945 -3.324 -2.137 -0.03
H 21.549881 8.078005 -6.931572 3.205 2.500 2.030 -0.04
H 20.247388 8.074254 -8.106561 -2.244 2.442 -2.927 -0.03
H 20.140316 7.079199 -6.680423 -2.880 -1.578 3.193 -0.03
O 16.227727 8.596164 -3.529018 -0.324 -0.022 0.135 -0.95
H 16.645959 8.842339 -4.354069 0.118 0.121 -0.339 0.48
H 16.919237 8.161747 -3.029682 0.220 -0.068 0.204 0.47
O 23.237562 9.960820 -9.804413 0.187 0.350 -0.182 -0.95
H 23.795871 9.315375 -10.237927 0.099 -0.160 -0.040 0.46
H 22.512398 9.448888 -9.446231 -0.361 -0.254 0.340 0.49
O 19.765143 10.694675 -4.485638 -0.203 0.277 0.113 -0.95
H 20.065394 10.024130 -5.099197 0.090 -0.338 -0.349 0.49
H 20.418034 10.689138 -3.785692 0.118 -0.051 0.147 0.46
O 18.662151 3.865226 -7.200577 -0.138 -0.414 -0.113 -0.96
H 18.112018 4.040974 -6.437221 -0.094 0.098 0.150 0.46
H 19.216438 4.641477 -7.280766 0.312 0.460 -0.052 0.49
O 23.171493 3.567834 -10.155125 0.125 -0.274 -0.028 -0.94
H 23.432797 3.802920 -11.045457 0.059 0.049 -0.185 0.46
H 22.650057 4.311810 -9.853721 -0.209 0.249 0.253 0.48
O 21.840981 7.231860 -3.562514 -0.057 -0.015 0.555 -0.96
H 21.687845 7.042056 -4.488128 -0.292 -0.017 -0.633 0.50
H 22.641763 7.756181 -3.554337 0.142 0.123 -0.033 0.46
O 19.111851 7.508171 -1.030008 -0.331 -0.046 0.121 -0.95
H 19.698208 7.895923 -0.380347 0.105 0.094 0.120 0.46
H 19.658669 7.390255 -1.806749 0.294 -0.071 -0.377 0.49
O 24.823591 5.560129 -6.111306 0.247 -0.202 0.002 -0.94
H 24.026681 6.049880 -6.314512 -0.412 0.136 -0.220 0.48
H 25.238001 6.057842 -5.406483 0.089 0.093 0.151 0.46
O 16.808498 9.042773 -7.499389 -0.308 0.066 0.211 -0.95
H 16.476457 9.394897 -8.325223 -0.066 0.079 -0.145 0.46
H 17.687966 8.728320 -7.708903 0.534 -0.223 0.012 0.49
```
Positions in Å, forces in eV/Å.

Calculated values
- lowest unoccupied orbital energy (eV) = 2.5432
- total charge = -1